Record 1
Density functional theory data (ωB97M-V/def2-TZVPD) for C24H32FN3O4 in the gas phase.

Positions of all 64 atoms, in Å:
C1 -2.635 4.090 -4.502
C2 -2.160 3.410 -3.224
C3 -2.212 1.888 -3.336
C4 -1.702 1.213 -2.067
C5 -1.751 -0.312 -2.152
C6 -1.171 -0.937 -0.888
C7 -1.195 -2.469 -0.900
C8 -0.453 -2.999 0.308
O1 0.731 -3.290 0.237
N1 -1.126 -3.128 1.478
C9 -2.456 -2.663 1.789
C10 -2.377 -1.503 2.831
N2 -0.999 -1.225 3.177
C11 -0.274 -0.347 2.387
C12 0.979 -0.653 1.869
C13 1.686 0.226 1.045
C14 1.142 1.497 0.772
C15 -0.089 1.840 1.340
C16 -0.768 0.949 2.120
F1 -1.950 1.339 2.656
C17 1.817 2.460 -0.091
O2 1.327 3.567 -0.358
C18 3.083 1.998 -0.606
C19 3.930 2.858 -1.489
O3 4.997 2.477 -1.907
O4 3.433 4.050 -1.776
C20 3.530 0.744 -0.314
N3 2.880 -0.140 0.457
C21 3.454 -1.462 0.646
C22 4.216 -1.558 1.965
C23 -0.366 -2.417 3.694
C24 -0.415 -3.573 2.660
H1 -2.010 3.801 -5.343
H2 -3.662 3.807 -4.726
H3 -2.592 5.171 -4.398
H4 -1.135 3.719 -3.007
H5 -2.784 3.731 -2.388
H6 -1.604 1.568 -4.185
H7 -3.241 1.573 -3.529
H8 -0.672 1.530 -1.883
H9 -2.301 1.545 -1.216
H10 -2.785 -0.638 -2.287
H11 -1.180 -0.648 -3.021
H12 -1.725 -0.561 -0.025
H13 -0.135 -0.608 -0.778
H14 -2.216 -2.847 -0.955
H15 -0.652 -2.822 -1.779
H16 -3.024 -3.501 2.209
H17 -2.963 -2.327 0.889
H18 -2.858 -0.613 2.436
H19 -2.902 -1.787 3.748
H20 1.387 -1.628 2.059
H21 -0.490 2.823 1.148
H22 2.546 4.162 -1.328
H23 4.473 0.429 -0.742
H24 4.144 -1.643 -0.180
H25 2.662 -2.212 0.580
H26 4.619 -2.560 2.082
H27 3.571 -1.340 2.812
H28 5.040 -0.848 1.975
H29 0.655 -2.185 3.993
H30 -0.919 -2.701 4.595
H31 -0.937 -4.440 3.078
H32 0.582 -3.884 2.346

Atoms 1-6, force components in eV/Å:
0.081 0.014 0.246
-0.109 -0.171 -0.307
0.158 0.253 0.419
-0.166 -0.257 -0.420
0.143 0.216 0.394
-0.172 -0.187 -0.324

Results
- SMILES string = CCCCCCCC(=O)N1CCN(c2cc3c(cc2F)c(=O)c(C(=O)O)cn3CC)CC1
- LUMO level (eV) = 0.08
- total charge = 0
- ΔE to the lowest compared entry with this formula, charge and spin (kJ/mol) = 0.0

=====

Record 2
Density functional theory data (ωB97M-V/def2-TZVPD) for a molecular structure, C24H32GeN4O6SeV.

Positions of all 69 atoms, in Å:
V1 0.384 -0.449 -1.262
N1 2.075 -1.094 -2.626
C1 2.576 -2.361 -2.113
C2 1.480 -3.129 -1.322
O1 1.542 -4.374 -1.273
N2 0.623 -2.322 -0.761
C3 -0.490 -2.856 -0.034
C4 -1.351 -1.686 0.463
O2 -2.226 -1.899 1.310
O3 -1.115 -0.545 -0.036
H1 1.414 -1.270 -3.381
H2 2.830 -0.502 -2.965
H3 3.402 -2.162 -1.420
H4 2.949 -3.026 -2.913
H5 -0.176 -3.472 0.824
H6 -1.114 -3.494 -0.682
C5 3.833 -0.658 1.292
O4 3.980 0.700 1.635
C6 3.330 1.674 0.883
C7 3.823 2.953 1.094
C8 3.252 4.053 0.464
C9 2.198 3.865 -0.398
C10 1.683 2.584 -0.665
C11 0.628 2.452 -1.607
N3 0.099 1.313 -1.988
N4 -0.784 1.370 -3.002
C12 -1.144 0.143 -3.373
O5 -0.665 -0.902 -2.791
C13 -2.019 -0.009 -4.519
C14 -2.623 1.102 -5.136
C15 -3.430 0.942 -6.238
C16 -3.666 -0.322 -6.777
C17 -3.088 -1.432 -6.163
C18 -2.286 -1.285 -5.057
C19 2.233 1.439 0.013
O6 1.721 0.255 -0.120
H7 4.400 -1.215 2.044
H8 4.259 -0.858 0.301
H9 2.790 -0.980 1.300
H10 4.650 3.068 1.783
H11 3.637 5.048 0.661
H12 1.737 4.714 -0.892
H13 0.262 3.370 -2.083
H14 -2.431 2.075 -4.712
H15 -3.895 1.810 -6.695
H16 -4.298 -0.439 -7.649
H17 -3.280 -2.420 -6.563
H18 -1.839 -2.144 -4.579
C20 -0.052 -1.913 4.531
Ge1 -1.178 -0.321 4.844
C21 -1.328 -0.029 6.846
C22 -2.988 -0.584 4.098
C23 -0.221 1.227 4.051
Se1 0.105 0.923 2.095
C24 -1.466 1.899 1.519
H19 -0.500 -2.826 4.914
H20 0.936 -1.794 4.968
H21 0.060 -2.010 3.456
H22 -1.830 -0.872 7.314
H23 -1.898 0.868 7.073
H24 -0.346 0.071 7.298
H25 -3.523 -1.362 4.635
H26 -2.869 -0.904 3.065
H27 -3.579 0.328 4.128
H28 0.764 1.319 4.506
H29 -0.739 2.177 4.166
H30 -2.340 1.469 2.004
H31 -1.528 1.761 0.443
H32 -1.349 2.953 1.775

Atoms 1-6, force components in eV/Å:
2.360 0.378 -0.146
-0.192 0.109 -0.272
0.089 -0.765 0.016
1.046 -0.592 -0.559
-0.053 0.271 0.045
-0.375 -0.819 0.455

Results
- spin multiplicity = 2
- LUMO level (spin up / spin down) (eV) = 4.51 / 4.51
- total charge = -2
- ΔE to the lowest compared entry with this formula, charge and spin (kJ/mol) = 127.5

=====

Record 3
Density functional theory data (ωB97M-V/def2-TZVPD) for C24H32N2O6 in the gas phase.

Positions of all 64 atoms, in Å:
C1 -3.815 -3.684 0.428
C2 -4.237 -2.928 -0.836
C3 -4.281 -1.455 -0.565
C4 -5.486 -0.880 -0.328
C5 -5.652 0.506 0.020
O1 -6.700 1.072 0.225
O2 -4.498 1.237 0.137
C6 -3.278 0.708 -0.092
C7 -2.216 1.598 0.090
C8 -0.929 1.141 -0.146
C9 -0.716 -0.178 -0.553
C10 -1.764 -1.061 -0.720
O3 -1.579 -2.335 -1.157
C11 -0.284 -2.878 -1.126
C12 0.298 -2.836 0.297
O4 -0.410 -2.897 1.276
N1 1.646 -2.780 0.340
C13 2.357 -2.511 1.570
C14 2.772 -1.035 1.609
N2 3.474 -0.679 0.385
C15 4.875 -1.071 0.401
C16 5.490 -0.773 -0.968
O5 5.376 0.588 -1.301
C17 4.026 0.990 -1.286
C18 3.382 0.741 0.076
C19 -3.096 -0.635 -0.476
O6 0.181 1.904 -0.004
C20 -0.001 3.321 0.142
C21 -0.231 3.934 -1.242
C22 1.305 3.846 0.739
C23 -1.170 3.600 1.093
C24 -2.467 3.003 0.558
H1 -2.823 -3.384 0.751
H2 -3.808 -4.754 0.234
H3 -4.517 -3.483 1.234
H4 -3.545 -3.149 -1.645
H5 -5.235 -3.259 -1.131
H6 -6.398 -1.454 -0.379
H7 0.306 -0.470 -0.730
H8 0.380 -2.386 -1.849
H9 -0.413 -3.925 -1.420
H10 2.166 -2.545 -0.493
H11 3.227 -3.169 1.627
H12 1.682 -2.733 2.397
H13 3.373 -0.840 2.511
H14 1.865 -0.428 1.662
H15 4.954 -2.140 0.606
H16 5.435 -0.520 1.176
H17 6.557 -1.002 -0.968
H18 4.986 -1.387 -1.731
H19 4.022 2.054 -1.528
H20 3.466 0.440 -2.058
H21 2.332 1.033 0.043
H22 3.901 1.352 0.835
H23 -0.429 4.998 -1.152
H24 0.653 3.790 -1.859
H25 -1.072 3.457 -1.738
H26 1.488 3.384 1.706
H27 2.138 3.611 0.081
H28 1.247 4.923 0.866
H29 -0.937 3.145 2.059
H30 -1.273 4.675 1.238
H31 -2.864 3.605 -0.263
H32 -3.231 2.991 1.337

Atoms 1-6, force components in eV/Å:
0.010 0.039 -0.134
-0.058 -0.199 0.049
-0.637 0.107 -0.051
0.358 -0.287 -0.110
-0.726 0.106 0.080
0.421 -0.141 -0.061

Results
- SMILES string = CCc1cc(=O)oc2c3c(cc(OCC(=O)NCCN4CCOCC4)c12)OC(C)(C)CC3
- LUMO level (eV) = 0.47
- total charge = 0
- ΔE to the lowest compared entry with this formula, charge and spin (kJ/mol) = 150.8

=====

Record 4
Density functional theory data (ωB97M-V/def2-TZVPD) for C24H32N2OS in the gas phase.

Positions of all 60 atoms, in Å:
C1 -2.989 1.745 -0.509
C2 -2.085 1.029 -1.510
C3 -2.610 1.241 -2.928
C4 -1.975 -0.471 -1.221
C5 -1.218 -0.813 0.072
C6 -1.128 -2.331 0.234
S1 -0.455 -2.715 1.890
C7 -0.041 -4.431 1.801
C8 -0.430 -5.267 0.765
C9 -0.065 -6.603 0.791
C10 0.675 -7.113 1.842
C11 1.054 -6.277 2.881
C12 0.701 -4.943 2.862
N1 0.115 -0.221 0.113
C13 0.500 0.543 1.280
C14 0.610 2.046 1.016
N2 1.873 2.414 0.404
C15 2.059 3.864 0.380
C16 1.038 4.592 -0.462
C17 1.247 4.785 -1.822
C18 0.269 5.360 -2.614
C19 -0.936 5.752 -2.056
C20 -1.149 5.581 -0.699
C21 -0.168 5.006 0.091
C22 2.089 1.806 -0.896
C23 2.304 0.291 -0.814
C24 1.000 -0.479 -0.878
O1 0.765 -1.245 -1.796
H1 -3.037 2.807 -0.742
H2 -2.620 1.640 0.509
H3 -3.997 1.337 -0.553
H4 -1.081 1.466 -1.456
H5 -1.952 0.769 -3.653
H6 -2.668 2.303 -3.157
H7 -3.604 0.811 -3.034
H8 -1.460 -0.953 -2.052
H9 -2.978 -0.897 -1.147
H10 -1.774 -0.408 0.924
H11 -0.455 -2.739 -0.518
H12 -2.119 -2.780 0.151
H13 -1.015 -4.896 -0.062
H14 -0.368 -7.247 -0.022
H15 0.954 -8.156 1.854
H16 1.631 -6.665 3.707
H17 0.994 -4.282 3.664
H18 -0.254 0.377 2.050
H19 1.452 0.178 1.674
H20 0.561 2.561 1.980
H21 -0.254 2.365 0.411
H22 3.067 4.057 0.002
H23 2.010 4.213 1.415
H24 2.187 4.488 -2.266
H25 0.447 5.501 -3.670
H26 -1.702 6.195 -2.674
H27 -2.081 5.895 -0.253
H28 -0.339 4.886 1.152
H29 2.998 2.253 -1.306
H30 1.264 2.015 -1.599
H31 2.863 0.049 0.091
H32 2.890 -0.032 -1.676

Atoms 1-6, force components in eV/Å:
0.311 -0.042 -0.142
-0.220 -0.151 -0.076
0.209 0.022 0.210
0.207 0.234 0.069
-0.192 -0.397 -0.264
0.090 -0.287 0.473

Results
- SMILES string = CC(C)C[C@@H](CSc1ccccc1)N1CCN(Cc2ccccc2)CCC1=O
- LUMO level (eV) = 0.68
- total charge = 0
- ΔE to the lowest compared entry with this formula, charge and spin (kJ/mol) = 0.6

=====

Record 5
Density functional theory data (ωB97M-V/def2-TZVPD) for a molecular structure, C24H32N4O12Pb.

Positions of all 73 atoms, in Å:
Pb1 0.680 1.798 1.185
C1 4.900 0.768 1.826
C2 6.176 1.481 1.455
C3 6.074 2.479 0.292
O1 7.051 2.964 -0.228
C4 4.763 2.933 -0.033
C5 3.618 2.309 0.373
C6 3.675 1.105 1.375
O2 2.548 0.591 1.809
O3 2.445 2.660 0.042
O4 7.192 1.272 2.081
H1 5.022 -0.198 2.385
H2 4.813 3.818 -0.618
C7 -1.532 -1.055 -1.327
C8 -0.959 -0.447 -0.264
C9 -1.563 -0.481 1.122
O5 -1.018 0.297 2.010
C10 -2.569 -1.410 1.385
C11 -3.180 -2.204 0.310
C12 -2.668 -1.898 -1.148
O6 -3.309 -2.498 -2.072
O7 -3.989 -3.018 0.516
O8 0.050 0.352 -0.413
H3 -1.219 -0.876 -2.310
H4 -3.046 -1.564 2.391
C13 4.175 2.313 -4.792
O9 4.832 2.263 -5.866
N1 3.805 1.235 -4.104
C14 3.127 1.334 -2.822
C15 3.840 -0.139 -4.575
H5 3.944 3.208 -4.324
H6 3.846 1.051 -2.000
H7 2.397 0.569 -2.782
H8 2.760 2.335 -2.659
H9 4.271 -0.642 -3.761
H10 2.837 -0.534 -4.802
H11 4.416 -0.220 -5.552
C16 3.747 -1.330 5.391
O10 4.355 -1.514 6.408
N2 3.008 -2.217 4.700
C17 2.244 -1.986 3.545
C18 3.037 -3.617 5.126
H12 3.892 -0.392 4.908
H13 1.199 -2.044 3.657
H14 2.643 -2.686 2.802
H15 2.518 -0.934 3.183
H16 2.096 -4.154 4.965
H17 3.828 -4.159 4.534
H18 3.221 -3.565 6.238
C19 -7.104 -2.131 -4.107
O11 -7.987 -1.413 -4.392
N3 -5.839 -2.086 -4.693
C20 -4.801 -3.079 -4.473
C21 -5.692 -1.054 -5.657
H19 -7.149 -3.006 -3.423
H20 -5.152 -3.730 -3.714
H21 -3.873 -2.643 -4.106
H22 -4.497 -3.576 -5.367
H23 -5.704 -0.028 -5.290
H24 -4.692 -1.305 -6.136
H25 -6.466 -1.218 -6.419
C22 -4.336 3.951 3.684
O12 -5.401 4.180 4.208
N4 -3.759 2.763 3.382
C23 -2.493 2.709 2.707
C24 -4.526 1.539 3.305
H26 -3.691 4.807 3.439
H27 -2.678 2.642 1.611
H28 -1.871 1.973 3.142
H29 -2.050 3.744 2.862
H30 -3.823 0.711 3.298
H31 -5.195 1.417 4.158
H32 -5.210 1.479 2.417

Atoms 1-6, force components in eV/Å:
-0.263 -0.118 0.533
1.538 -1.304 0.028
-1.746 -1.389 0.459
-0.773 0.263 0.840
1.417 0.092 -0.350
0.269 -0.597 0.283

Results
- LUMO level (eV) = 3.94
- total charge = -2

=====

Record 6
Density functional theory data (ωB97M-V/def2-TZVPD) for a molecular structure, C24H33BHfNO5.

Positions of all 65 atoms, in Å:
C1 0.342 -0.072 -7.130
C2 0.141 -0.737 -5.755
C3 -0.130 1.389 -6.987
C4 -0.840 1.495 -5.596
H1 -0.854 1.564 -7.793
H2 0.703 2.097 -7.121
C5 -1.073 -0.038 -5.174
H3 1.017 -0.522 -5.130
H4 0.040 -1.829 -5.851
C6 -1.541 -0.608 -3.806
H5 -1.918 -0.309 -5.834
H6 -1.843 1.929 -5.768
C7 -0.173 2.405 -4.674
C8 1.770 -0.214 -7.627
C9 -0.443 -0.750 -8.259
O1 -0.989 -0.132 -9.163
O2 2.750 -0.079 -6.902
O3 1.866 -0.537 -8.926
O4 -0.447 -2.091 -8.221
C10 -1.045 -2.617 -9.410
H7 -0.994 -3.696 -9.300
H8 -0.474 -2.274 -10.276
H9 -2.077 -2.268 -9.492
C11 3.213 -0.675 -9.373
H10 3.772 0.240 -9.143
H11 3.144 -0.843 -10.446
H12 3.700 -1.527 -8.877
O5 -0.917 -0.221 -2.594
H13 -1.458 -1.706 -3.850
H14 -2.616 -0.414 -3.695
C12 -1.034 3.191 -3.773
C13 1.285 2.491 -4.563
H15 1.642 3.439 -5.014
H16 1.814 1.652 -5.052
H17 1.585 2.529 -3.498
H18 -0.507 3.474 -2.848
H19 -1.937 2.619 -3.501
H20 -1.359 4.125 -4.272
Hf1 -0.428 -0.273 -0.777
C14 -2.484 -0.233 0.848
C15 -3.106 -0.600 -0.381
C16 -2.498 -1.808 -0.846
H21 -3.962 -0.103 -0.834
C17 -1.532 -2.226 0.132
C18 -1.506 -1.234 1.173
H22 -0.958 -1.311 2.115
H23 -2.751 0.626 1.459
H24 -2.840 -2.407 -1.692
H25 -1.075 -3.212 0.188
C19 2.294 0.498 -0.580
C20 1.914 -0.339 0.509
C21 1.423 -1.577 -0.027
H26 2.089 -0.145 1.566
C22 1.497 -1.494 -1.464
C23 1.997 -0.184 -1.796
H27 2.282 0.139 -2.797
H28 2.797 1.465 -0.502
H29 1.261 -2.491 0.541
H30 1.428 -2.337 -2.154
B1 0.072 1.466 3.213
C24 -0.131 1.517 1.715
N1 -0.287 1.436 0.548
H31 -0.918 1.936 3.742
H32 1.071 2.116 3.450
H33 0.239 0.291 3.533

Atoms 1-6, force components in eV/Å:
0.106 -0.798 -0.914
0.421 -0.156 0.183
-0.265 -0.203 -0.061
-0.073 0.610 0.606
0.349 0.127 0.219
-0.344 -0.243 0.387

Results
- LUMO level (spin up / spin down) (eV) = 2.44 / 2.44
- total charge = -1
- ΔE to the lowest compared entry with this formula, charge and spin (kJ/mol) = 2.5